The following is a DFT calculation (the ωB97M-V functional and the def2-TZVPD basis) of a cluster of 2 separate species, C4H11N3O in total.

Computed properties:
Orbital gap: 0.312 hartree
HOMO: -7.6099 eV
SMILES: N/C=C(\N)C=O.CN
Charge: 0
Energy relative to the best compared isomer or geometry (same formula, charge and spin): 44.0 kcal/mol

```
19
C4H11N3O, DFT the ωB97M-V functional and the def2-TZVPD basis
O -0.942 -2.205 -0.473
N -1.389 1.178 -1.673
N -0.771 1.740 1.018
N 1.715 0.073 0.424
C -0.873 0.457 0.562
C -1.203 0.141 -0.719
C 1.813 -1.237 1.054
C -1.231 -1.230 -1.145
H 2.733 -1.786 0.801
H -2.119 1.826 -1.394
H -0.613 2.415 0.285
H 0.959 -1.837 0.741
H -0.777 -0.335 1.285
H 1.780 -1.107 2.136
H 1.696 -0.032 -0.584
H -1.520 -1.360 -2.211
H -0.185 1.862 1.822
H -1.606 0.802 -2.588
H 2.530 0.635 0.659
```

---

The following is a DFT calculation (the ωB97M-V functional and the def2-TZVPD basis) of a cluster of 2 separate species, C4H11N3O in total in a non-equilibrium geometry.

Computed properties:
Orbital gap (spin up / spin down): 0.298 / 0.298 hartree
HOMO (spin up / spin down): -7.8262 / -7.8284 eV
Charge: 0
Energy relative to the best compared isomer or geometry (same formula, charge and spin): 159.5 kcal/mol

```
19
C4H11N3O, DFT the ωB97M-V functional and the def2-TZVPD basis
O 1.510 -0.922 1.472
N 0.789 -0.132 0.560
N -1.207 0.984 -1.380
N 0.931 -1.929 -1.031
C -0.917 -0.408 -1.133
C 0.382 -0.820 -0.668
C -1.479 -0.228 1.064
C 1.301 1.224 0.460
H 0.527 1.839 0.001
H 2.216 1.261 -0.145
H -1.510 0.834 1.264
H 2.437 -0.900 1.175
H -2.142 1.237 -1.070
H 1.519 1.601 1.460
H -1.085 -0.855 1.855
H -2.404 -0.631 0.679
H -1.153 1.189 -2.373
H 1.618 -2.230 -0.339
H -1.333 -1.114 -1.849
```

---

The following is a DFT calculation (the ωB97M-V functional and the def2-TZVPD basis) of a cluster of 2 separate species, C4H11N3O in total in a non-equilibrium geometry.

Computed properties:
Orbital gap: 0.398 hartree
HOMO: -17.8758 eV
Charge: +2
Energy relative to the best compared isomer or geometry (same formula, charge and spin): 18.6 kcal/mol

```
19
C4H11N3O, DFT the ωB97M-V functional and the def2-TZVPD basis
O 1.387 0.915 -0.164
N -3.561 0.351 1.144
N -4.190 -0.395 -0.879
N 2.312 -1.097 -0.002
C -3.242 0.016 -0.064
C 3.495 -0.146 0.071
C 1.068 -0.255 0.063
C 2.813 1.203 -0.247
H 3.918 -0.110 1.019
H 4.322 -0.242 -0.587
H -2.273 0.209 -0.349
H -5.119 -0.465 -0.506
H 2.885 1.389 -1.337
H -2.977 0.954 1.721
H -4.425 0.037 1.545
H -3.907 -0.891 -1.705
H 2.915 1.930 0.527
H 2.117 -1.532 -0.910
H 2.461 -1.870 0.662
```

---

The following is a DFT calculation (the ωB97M-V functional and the def2-TZVPD basis) of a cluster of 2 separate species, C4H11N3O2 in total in a non-equilibrium geometry.

Computed properties:
Orbital gap (spin up / spin down): 0.123 / 0.285 hartree
2S+1: 2
⟨S²⟩: 0.75
HOMO (spin up / spin down): 0.0852 / -4.3762 eV
Charge: -1
Energy relative to the best compared isomer or geometry (same formula, charge and spin): 25.9 kcal/mol

```
20
C4H11N3O2, DFT the ωB97M-V functional and the def2-TZVPD basis
O -3.426 -0.747 1.003
O -2.116 -2.623 0.812
N 0.705 -0.084 1.510
N 2.131 0.555 -0.190
N 0.197 1.781 0.130
C -1.923 -0.911 -0.861
C -2.384 -1.268 0.505
C 0.922 0.802 0.445
C 2.645 1.581 -1.088
H -2.568 -1.210 -1.725
H -0.774 1.684 0.387
H -1.689 0.149 -0.953
H 2.836 0.277 0.472
H -2.511 -2.839 1.674
H 0.944 -1.044 1.281
H 2.526 2.578 -0.637
H -0.311 -0.220 1.645
H 3.719 1.413 -1.230
H -1.008 -1.425 -1.154
H 2.086 1.553 -2.026
```

---

The following is a DFT calculation (the ωB97M-V functional and the def2-TZVPD basis) of the molecule C4H11N3O2 in a non-equilibrium geometry.

Computed properties:
Orbital gap: 0.354 hartree
HOMO: -8.9098 eV
SMILES: CCN(CC)N(O)N=O
Charge: 0
Energy relative to the best compared isomer or geometry (same formula, charge and spin): 142.9 kcal/mol

```
20
C4H11N3O2, DFT the ωB97M-V functional and the def2-TZVPD basis
O -0.255 -1.041 2.004
O -0.593 -2.280 -1.128
N -0.565 -1.819 1.086
N -0.015 -0.142 -0.533
N -0.392 -1.404 -0.124
C 2.311 0.063 0.490
C -2.243 0.960 0.026
C 1.434 0.055 -0.751
C -0.713 0.986 0.117
H 2.090 1.032 0.988
H -2.549 1.944 0.407
H -2.613 0.862 -0.997
H 1.772 -0.724 -1.486
H 1.614 1.055 -1.167
H 2.181 -0.765 1.122
H -2.673 0.135 0.601
H 3.383 0.140 0.170
H -1.363 -1.953 -1.622
H -0.498 1.020 1.185
H -0.311 1.877 -0.388
```

---

The following is a DFT calculation (the ωB97M-V functional and the def2-TZVPD basis) of a cluster of 2 separate species, C4H11N3O2 in total in a non-equilibrium geometry.

Computed properties:
Orbital gap: 0.349 hartree
HOMO: -8.7841 eV
SMILES: [H]/N=C(\N)NC.CC(=O)O
Charge: 0
Energy relative to the best compared isomer or geometry (same formula, charge and spin): 61.6 kcal/mol

```
20
C4H11N3O2, DFT the ωB97M-V functional and the def2-TZVPD basis
O 2.208 1.800 0.319
O 1.564 0.333 1.864
N -3.233 -0.720 0.392
N -1.769 0.282 -1.172
N -0.905 -1.186 0.496
C 2.559 -0.562 -0.193
C -1.894 -0.645 -0.083
C 2.081 0.566 0.811
C -0.565 0.095 -2.055
H -3.897 0.023 0.564
H 1.803 -1.218 -0.538
H -3.434 -1.319 1.062
H 2.860 -0.095 -1.134
H 3.327 -1.085 0.315
H -2.580 0.730 -1.575
H -0.340 -0.981 -2.081
H 1.558 2.580 0.739
H -0.799 -1.921 1.123
H -0.706 0.398 -3.217
H 0.296 0.475 -1.620
```

---

The following is a DFT calculation (the ωB97M-V functional and the def2-TZVPD basis) of a cluster of 2 separate species, C4H11N3O2 in total in a non-equilibrium geometry.

Computed properties:
Orbital gap: 0.343 hartree
HOMO: -8.5958 eV
SMILES: CC(=O)CN.NC(N)=O
Charge: 0
Energy relative to the best compared isomer or geometry (same formula, charge and spin): 30.5 kcal/mol

```
20
C4H11N3O2, DFT the ωB97M-V functional and the def2-TZVPD basis
O -1.333 1.411 -0.773
O 0.984 -0.855 1.482
N -3.329 0.386 -0.504
N -1.543 -0.281 0.784
N 1.845 -1.935 -0.930
C 1.249 1.473 0.840
C 1.898 -0.499 -0.764
C -1.965 0.483 -0.303
C 1.212 -0.004 0.647
H 1.094 -2.243 -1.537
H 2.134 1.909 0.387
H -2.146 -0.419 1.580
H -3.705 1.010 -1.200
H 0.378 1.898 0.331
H 2.938 -0.176 -0.647
H -3.764 -0.504 -0.303
H 2.165 -2.413 -0.093
H -0.807 -0.974 0.755
H 1.191 1.728 1.898
H 1.504 0.004 -1.650
```

---

The following is a DFT calculation (the ωB97M-V functional and the def2-TZVPD basis) of a cluster of 2 separate species, C4H11N3O2 in total in a non-equilibrium geometry.

Computed properties:
Orbital gap: 0.364 hartree
HOMO: -9.0341 eV
SMILES: CN=C(N)N.CC(=O)O
Charge: 0
Energy relative to the best compared isomer or geometry (same formula, charge and spin): 46.0 kcal/mol

```
20
C4H11N3O2, DFT the ωB97M-V functional and the def2-TZVPD basis
O 1.849 0.645 -0.524
O 1.480 1.297 1.619
N -0.575 -0.966 1.438
N -1.089 -0.579 -0.889
N -2.587 -1.787 0.482
C -2.018 -0.605 -2.060
C 3.490 2.020 0.450
C -1.359 -1.084 0.211
C 2.262 1.260 0.639
H 4.350 1.290 0.729
H -2.060 0.551 -2.160
H 0.355 -0.701 1.447
H -2.805 -2.220 1.367
H -3.460 -1.747 -0.124
H 1.031 0.021 -0.501
H -1.110 -0.513 2.077
H -3.030 -0.918 -1.978
H -1.690 -1.262 -2.856
H 3.531 2.504 -0.540
H 3.437 2.792 1.173
```

---

The following is a DFT calculation (the ωB97M-V functional and the def2-TZVPD basis) of a cluster of 2 separate species, C4H11N3O2 in total in a non-equilibrium geometry.

Computed properties:
Orbital gap: 0.348 hartree
HOMO: -8.6606 eV
SMILES: [H]/N=C(/N)NC.CC(=O)O
Charge: 0
Energy relative to the best compared isomer or geometry (same formula, charge and spin): 50.1 kcal/mol

```
20
C4H11N3O2, DFT the ωB97M-V functional and the def2-TZVPD basis
O 1.313 0.578 3.352
O -0.358 -0.010 1.943
N 1.306 -0.285 -1.061
N -0.559 1.066 -0.677
N 0.170 0.548 -2.925
C -1.120 0.612 -3.555
C -0.173 -1.380 3.841
C 0.166 0.448 -1.463
C 0.262 -0.224 2.941
H -1.659 -0.321 -3.650
H -1.483 1.357 -0.963
H -0.126 -2.263 3.219
H 0.964 0.203 -3.433
H 2.241 -0.084 -1.353
H -1.090 1.127 -4.514
H 1.099 -0.879 -0.279
H 1.430 0.965 2.455
H 0.506 -1.424 4.717
H -1.102 -1.347 4.417
H -1.786 1.314 -3.014
```

---

The following is a DFT calculation (the ωB97M-V functional and the def2-TZVPD basis) of a cluster of 2 separate species, C4H11N3O2 in total in a non-equilibrium geometry.

Computed properties:
Orbital gap: 0.357 hartree
HOMO: -8.9572 eV
SMILES: [H]/N=C(\N)NC.CC(=O)O
Charge: 0
Energy relative to the best compared isomer or geometry (same formula, charge and spin): 29.8 kcal/mol

```
20
C4H11N3O2, DFT the ωB97M-V functional and the def2-TZVPD basis
O -1.659 -1.429 1.063
O -0.006 -2.194 -0.232
N 0.328 1.063 0.221
N 2.350 0.288 0.921
N 1.990 2.623 0.870
C 1.591 1.262 0.681
C -0.306 1.885 -0.810
C -2.128 -3.050 -0.676
C -1.305 -2.179 0.192
H 0.553 -1.451 -0.007
H 0.460 2.373 -1.419
H -2.343 -3.971 -0.116
H -1.540 -3.409 -1.512
H -0.214 0.315 0.591
H -3.051 -2.530 -0.912
H -0.864 1.295 -1.524
H 1.259 3.261 1.165
H 3.092 0.265 1.609
H 2.658 2.916 0.183
H -0.868 2.666 -0.290
```

---

Q: Look up the energy relative to the best compared isomer or geometry (same formula, charge and spin) of the first one.
A: 44.0 kcal/mol

---

Q: Look up the charge of the fifth one.
A: 0